77
Properties=species:S:1:pos:R:3:mulliken_charge:R:1 method="wB97M-V/def2-TZVPD" e_lumo_ha=-0.3148 charge=+2
Hf 0.0885 -0.3916 0.7431 1.304
N 2.4252 1.7401 0.7045 0.098
P 2.7502 0.0527 0.4427 0.346
C 4.4142 0.0752 -0.2758 0.727
C 4.6830 -0.5328 -1.4983 -0.402
C 5.9839 -0.5555 -1.9801 -0.757
C 7.0054 0.0265 -1.2461 -0.509
C 6.7326 0.6448 -0.0297 -0.845
C 5.4419 0.6636 0.4648 -0.437
C 3.0932 -0.4639 2.1566 0.663
C 3.8739 -1.6013 2.3580 -0.705
C 4.0679 -2.0826 3.6408 -0.706
C 3.4817 -1.4365 4.7221 -0.592
C 2.7007 -0.3088 4.5225 -0.643
C 2.4941 0.1780 3.2395 -0.221
C 1.3422 2.3684 0.1584 0.666
C 1.3474 3.7546 -0.0389 -0.826
C 0.2528 4.3604 -0.6022 -0.593
C -0.8196 3.5649 -1.0277 -0.829
C -0.7697 2.2223 -0.8044 -0.736
N 0.2686 1.6027 -0.1646 -0.127
H 3.2073 2.3442 0.9183 0.379
H 3.8857 -0.9905 -2.0712 0.386
H 6.2029 -1.0318 -2.9260 0.425
H 8.0221 -0.0095 -1.6131 0.419
H 7.5325 1.0955 0.5419 0.424
H 5.2430 1.1117 1.4320 0.339
H 4.3249 -2.1053 1.5114 0.487
H 4.6741 -2.9654 3.7936 0.466
H 3.6262 -1.8216 5.7223 0.440
H 2.2534 0.1907 5.3715 0.450
H 1.9078 1.0800 3.0944 0.379
H 2.2261 4.3166 0.2474 0.472
H 0.2360 5.4329 -0.7401 0.482
H -1.6758 3.9958 -1.5255 0.531
H -1.5666 1.5809 -1.1480 0.874
C -2.2808 1.4879 3.8983 -1.336
C -1.8655 2.0834 2.5472 1.198
C -3.0179 2.0886 1.5774 0.611
C -3.9581 3.1012 1.6605 -0.879
C -5.0871 3.0856 0.8582 -1.114
C -5.2754 2.0611 -0.0538 -0.713
C -4.3848 1.0000 -0.1537 0.984
C -4.6765 -0.0425 -1.2097 -0.982
C -5.8534 -0.9546 -0.8304 -1.298
C -3.2417 1.0268 0.6817 -0.945
N -2.2669 0.0022 0.6136 0.978
C -2.6617 -1.2192 0.6381 0.572
C -1.6726 -2.2314 0.3167 -1.220
C -1.4545 -3.5519 0.8960 0.179
C -0.3879 -4.1058 0.0927 -0.883
C -0.0098 -3.1405 -0.7835 -0.593
N -0.7417 -1.9619 -0.6060 -0.515
H -1.4800 1.5879 4.6307 0.411
H -2.5216 0.4278 3.8059 0.215
H -3.1631 2.0004 4.2791 0.450
H -1.0201 1.5048 2.1587 -1.189
H -1.5194 3.1088 2.6899 0.733
H -3.8166 3.8960 2.3827 0.550
H -5.8194 3.8780 0.9370 0.454
H -6.1398 2.0765 -0.7059 0.525
H -3.8014 -0.6531 -1.4409 0.280
H -4.9405 0.4774 -2.1317 0.603
H -5.7029 -1.4620 0.1249 0.362
H -6.0029 -1.7120 -1.5993 0.424
H -6.7709 -0.3750 -0.7429 0.388
H -3.6758 -1.5022 0.8919 0.918
H -2.2257 -4.1487 1.3719 0.638
H 0.0367 -5.0902 0.2060 0.552
H 0.7385 -3.1873 -1.5586 0.556
F 1.0703 -2.0557 1.1666 -0.579
Te -0.7467 -2.5075 2.8223 1.736
F -1.3102 -4.2093 3.4980 -0.344
F 0.9352 -3.2420 3.2622 -0.354
F -2.6313 -2.1479 2.9762 -0.453
F -0.7596 -2.0800 4.6469 -0.349
O -0.4401 -0.6849 2.5612 -0.405